# C25H17F4HfN3O6S

A molecular structure, C25H17F4HfN3O6S (ωB97M-V/def2-TZVPD, OMol25).

XYZ file:
```
57
Properties=species:S:1:pos:R:3
Hf 1.191 1.447 -1.004
C 1.625 -4.733 3.524
C 0.806 -5.025 2.276
C -0.541 -5.629 2.642
C -1.325 -5.972 1.390
C -1.467 -4.756 0.521
C -2.533 -4.615 -0.336
C -2.657 -3.478 -1.129
F -3.718 -3.398 -1.948
C -1.751 -2.461 -1.087
C -0.654 -2.582 -0.222
C 0.322 -1.499 -0.177
O 0.116 -0.483 -0.896
C 1.419 -1.683 0.691
C 1.481 -2.818 1.457
N 0.586 -3.806 1.446
C -0.508 -3.721 0.583
C 2.534 -0.695 0.866
O 3.359 -0.847 1.738
O 2.531 0.290 0.012
H 1.602 -5.619 4.158
H 1.198 -3.902 4.087
H 2.671 -4.517 3.316
H 1.347 -5.736 1.643
H -1.094 -4.920 3.265
H -0.363 -6.520 3.243
H -2.312 -6.364 1.636
H -0.802 -6.758 0.837
H -3.292 -5.385 -0.397
H -1.859 -1.571 -1.690
H 2.320 -2.913 2.128
O -0.768 2.447 2.581
C -0.386 2.509 1.439
O 0.202 1.549 0.786
C -0.578 3.749 0.597
C -1.140 4.894 1.191
C -1.317 5.994 0.413
C -0.981 5.935 -0.958
C -1.200 7.038 -1.816
C -0.917 6.945 -3.146
C -0.408 5.739 -3.668
C -0.170 4.663 -2.863
C -0.440 4.734 -1.477
N -0.207 3.655 -0.657
H -1.397 4.855 2.238
H -1.724 6.913 0.817
H -1.602 7.950 -1.393
H -1.088 7.787 -3.804
H -0.203 5.661 -4.728
H 0.210 3.747 -3.278
O 1.790 0.289 -2.900
S 0.490 0.625 -3.595
N -0.385 1.448 -2.738
F 3.938 2.124 -1.588
C 3.410 3.329 -1.474
F 2.081 3.020 -2.357
F 2.556 3.073 -0.194
```

Computed properties:
Calculated total energy (Eh): -2424.4848
Relative energy (zero: lowest compared OMol25 entry of this formula, charge and spin) (kcal per mole): 22.5
Gap between HOMO and LUMO (eV): 8.4109
Charge: 0



# C5H14N2O

A single C5H14N2O molecule (ωB97M-V/def2-TZVPD, OMol25).

XYZ file:
```
22
Properties=species:S:1:pos:R:3
N -0.171 2.649 -1.325
C -1.467 1.928 -0.768
C -1.291 0.999 0.514
N 0.145 0.461 0.365
C -0.306 -2.014 0.987
C 0.344 -0.921 0.006
C 1.953 -1.048 -0.068
O 2.078 -2.474 -0.276
H 0.622 2.054 -1.356
H 0.059 3.514 -0.716
H 0.798 1.088 0.631
H -2.145 2.854 -0.778
H -2.020 1.207 -1.436
H -1.917 0.128 0.714
H -1.275 1.509 1.454
H 1.308 -2.811 -0.694
H -0.172 -2.978 0.585
H 0.363 -2.141 1.886
H -1.306 -1.941 1.114
H -0.321 -0.894 -0.945
H 2.308 -0.806 0.933
H 2.412 -0.364 -0.827
```

Computed properties:
Calculated total energy (Eh): -383.5322
Relative energy (zero: lowest compared OMol25 entry of this formula, charge and spin) (kcal per mole): 105.8
Gap between HOMO and LUMO (eV): 9.1379
Charge: 0
SMILES string: C[C@H](CO)NCCN



# C3H10NO2PS

2 unconnected molecules or ions with the total composition C3H10NO2PS (ωB97M-V/def2-TZVPD, OMol25).

XYZ file:
```
18
Properties=species:S:1:pos:R:3
C 1.355 0.726 -1.006
C 1.972 -1.359 0.009
C -2.260 1.221 -0.515
N 0.896 -0.466 -0.332
O -0.619 -1.763 1.112
O -1.607 -0.012 -0.296
P -0.397 -0.209 0.774
S -1.904 0.820 3.526
H 1.800 0.442 -1.962
H 0.514 1.389 -1.196
H 2.107 1.272 -0.424
H 2.745 -0.877 0.620
H 1.572 -2.216 0.545
H 2.438 -1.708 -0.915
H -1.978 1.617 -1.495
H -2.013 1.952 0.260
H -3.336 1.039 -0.502
H -1.283 -1.867 1.797
```

Computed properties:
Calculated total energy (Eh): -1065.0021
Relative energy (zero: lowest compared OMol25 entry of this formula, charge and spin) (kcal per mole): 79.7
Gap between HOMO and LUMO (alpha / beta) (eV): 6.2197 / 6.0219
Charge: 0



# C30H48N2O6

4 unconnected molecules or ions with the total composition C30H48N2O6 (ωB97M-V/def2-TZVPD, OMol25).

XYZ file:
```
86
Properties=species:S:1:pos:R:3
C 3.869 -0.491 -2.932
C 2.626 0.082 -2.992
C 1.877 0.290 -4.292
C 0.384 0.496 -4.014
C -0.569 -0.441 -4.405
C -1.905 -0.233 -4.102
C -2.274 0.920 -3.412
C -1.349 1.880 -3.040
C -0.010 1.665 -3.350
N 0.990 2.672 -2.970
C 0.993 3.559 -3.825
O 1.280 4.411 -4.550
C -3.742 1.062 -3.085
O -4.323 2.118 -3.093
C -4.433 -0.245 -2.786
C -5.502 -0.275 -1.709
C -4.821 -0.802 -0.396
C -4.473 0.361 0.589
C -3.125 0.144 1.283
N -3.241 0.248 2.775
C -4.086 -1.337 -3.467
C -2.984 -1.221 -4.480
O -2.961 -1.847 -5.511
H 3.986 -1.541 -3.215
H 4.746 0.056 -2.586
H 2.196 0.412 -2.044
H 2.052 -0.518 -5.007
H 2.242 1.255 -4.657
H -0.246 -1.342 -4.919
H -1.701 2.765 -2.517
H -5.820 0.747 -1.494
H -6.333 -0.916 -2.005
H -3.861 -1.247 -0.681
H -5.409 -1.583 0.091
H -4.525 1.306 0.041
H -5.250 0.358 1.360
H -2.359 0.875 1.000
H -2.705 -0.852 1.080
H -3.493 -0.690 3.082
H -2.282 0.348 3.107
H -4.558 -2.304 -3.317
C 1.445 0.928 0.738
C 1.594 0.618 2.218
O 0.530 -0.155 2.746
C 0.333 -1.432 2.164
C 1.527 -2.362 2.287
H 0.506 1.451 0.550
H 2.270 1.556 0.399
H 1.444 0.020 0.132
H 1.595 1.552 2.779
H 2.555 0.132 2.420
H 0.026 -1.323 1.117
H -0.516 -1.874 2.690
H 2.405 -1.971 1.771
H 1.294 -3.337 1.856
H 1.797 -2.499 3.335
C 0.916 6.183 -1.695
C 0.020 5.314 -0.824
O 0.339 5.360 0.554
C 0.257 6.631 1.174
C -1.125 7.259 1.110
H 1.962 5.897 -1.570
H 0.647 6.077 -2.745
H 0.831 7.239 -1.437
H 0.135 4.272 -1.122
H -1.035 5.568 -0.980
H 1.011 7.307 0.756
H 0.530 6.473 2.218
H -1.444 7.445 0.084
H -1.131 8.212 1.640
H -1.864 6.600 1.570
C 4.698 -6.218 5.417
C 3.942 -5.334 4.439
O 3.974 -5.800 3.103
C 3.420 -7.083 2.874
C 1.953 -7.197 3.253
H 5.740 -6.320 5.110
H 4.669 -5.785 6.418
H 4.273 -7.220 5.475
H 4.402 -4.345 4.426
H 2.906 -5.189 4.766
H 4.014 -7.850 3.385
H 3.529 -7.270 1.805
H 1.790 -7.025 4.318
H 1.578 -8.193 3.014
H 1.361 -6.460 2.707
```

Computed properties:
Calculated total energy (Eh): -1732.6815
Relative energy (zero: lowest compared OMol25 entry of this formula, charge and spin) (kcal per mole): 30.3
Gap between HOMO and LUMO (eV): 7.4356
Charge: 0



no.,largest force on an atom (eV/A)
1,1.1
2,5.4
3,1.0
4,2.3